C9H7NS | wB97M-V/def2-TZVPD

Properties
energy relative to the best compared isomer or geometry (same formula, charge and spin) = 0.0 kJ/mol
net charge = 0
HOMO level = -8.56 eV
largest force on an atom = 0.91 eV/A
Kohn-Sham gap = 0.3329 Eh
E_tot = -21771.65507 eV
SMILES = c1cncc(-c2cccs2)c1

XYZ file:
```
18
Properties=species:S:1:pos:R:3:lowdin_charge:R:1
C -3.0973 0.8967 0.1922 -0.182
C -3.3783 -0.3743 -0.2030 -0.425
C -0.9289 0.0328 -0.0192 -0.496
C -1.6835 1.1331 0.2854 -0.124
C 0.5264 -0.1012 -0.0602 -0.227
C 1.2037 -1.2717 0.2723 -0.040
C 2.5953 -1.2863 0.2347 -0.060
C 3.2547 -0.1278 -0.1537 -0.155
C 1.3152 1.0120 -0.4366 -0.092
H -3.8355 1.6473 0.4353 0.100
H -4.3541 -0.8332 -0.3495 0.068
H -1.2386 2.0833 0.5773 0.114
H 0.6473 -2.1532 0.5712 0.104
H 3.1370 -2.1973 0.4865 0.105
H 4.3407 -0.1029 -0.1838 0.102
H 0.8114 1.9329 -0.7272 0.115
N 2.6410 1.0140 -0.4759 0.062
S -1.9567 -1.3043 -0.4456 1.032
```